{"formula": "C44H116N8O13", "method": "wB97M-V/def2-TZVPD", "smiles": "COC[C@H](C)N.COC[C@H](C)N.COC[C@H](C)N.COC[C@H](C)N.COC[C@H](C)N.COCCNCCOC.COCCNCCOC.COCCNCCOC.CC(C)O.CC(C)O", "e_lumo_ha": 0.01084, "total_energy_ha": -3161.92417, "charge": 0, "max_force_ha_per_bohr": 0.0414, "symbols": ["C", "C", "C", "O", "H", "H", "H", "H", "H", "H", "H", "H", "C", "C", "C", "O", "H", "H", "H", "H", "H", "H", "H", "H", "C", "O", "C", "C", "N", "C", "C", "O", "C", "H", "H", "H", "H", "H", "H", "H", "H", "H", "H", "H", "H", "H", "H", "H", "C", "O", "C", "C", "N", "C", "C", "O", "C", "H", "H", "H", "H", "H", "H", "H", "H", "H", "H", "H", "H", "H", "H", "H", "C", "O", "C", "C", "N", "C", "C", "O", "C", "H", "H", "H", "H", "H", "H", "H", "H", "H", "H", "H", "H", "H", "H", "H", "C", "C", "C", "O", "C", "N", "H", "H", "H", "H", "H", "H", "H", "H", "H", "H", "H", "C", "C", "C", "O", "C", "N", "H", "H", "H", "H", "H", "H", "H", "H", "H", "H", "H", "C", "C", "C", "O", "C", "N", "H", "H", "H", "H", "H", "H", "H", "H", "H", "H", "H", "C", "C", "C", "O", "C", "N", "H", "H", "H", "H", "H", "H", "H", "H", "H", "H", "H", "C", "C", "C", "O", "C", "N", "H", "H", "H", "H", "H", "H", "H", "H", "H", "H", "H"], "xyz": [[4.936, 23.165, 16.159], [4.686, 21.903, 15.360], [4.430, 20.691, 16.242], [3.491, 22.027, 14.565], [5.714, 23.057, 16.913], [4.009, 23.475, 16.648], [5.221, 23.980, 15.486], [5.530, 21.653, 14.705], [4.227, 19.851, 15.583], [3.615, 20.930, 16.925], [5.316, 20.426, 16.823], [3.560, 22.812, 14.013], [9.913, 21.022, 13.320], [9.901, 20.590, 11.881], [11.098, 19.716, 11.525], [8.746, 19.792, 11.635], [9.931, 20.175, 14.001], [9.043, 21.663, 13.489], [10.773, 21.667, 13.508], [9.891, 21.464, 11.217], [12.051, 20.242, 11.684], [11.113, 19.497, 10.456], [11.122, 18.798, 12.107], [8.809, 19.453, 10.727], [10.960, 13.279, 7.818], [11.254, 14.471, 8.478], [11.371, 14.311, 9.871], [11.428, 15.691, 10.515], [10.178, 16.350, 10.743], [9.292, 15.686, 11.677], [8.116, 16.533, 12.096], [7.165, 15.678, 12.697], [5.897, 16.282, 12.787], [11.818, 12.595, 7.791], [10.731, 13.541, 6.781], [10.083, 12.754, 8.214], [12.291, 13.777, 10.159], [10.525, 13.730, 10.255], [12.077, 16.338, 9.922], [11.897, 15.607, 11.502], [9.706, 16.730, 9.935], [9.908, 15.477, 12.561], [8.895, 14.718, 11.334], [7.647, 16.959, 11.191], [8.418, 17.369, 12.732], [5.263, 15.683, 13.435], [5.403, 16.338, 11.799], [5.956, 17.328, 13.116], [-4.083, 14.310, 20.358], [-3.467, 14.711, 21.555], [-2.194, 15.289, 21.380], [-1.230, 14.510, 20.506], [0.059, 15.135, 20.569], [1.118, 14.544, 19.777], [2.325, 15.464, 19.763], [3.030, 15.283, 20.955], [4.189, 16.084, 21.033], [-5.127, 14.098, 20.598], [-3.638, 13.392, 19.964], [-4.111, 15.101, 19.599], [-1.827, 15.463, 22.395], [-2.285, 16.308, 20.963], [-1.569, 14.542, 19.467], [-1.198, 13.453, 20.827], [0.352, 15.557, 21.432], [0.754, 14.314, 18.778], [1.486, 13.647, 20.304], [1.953, 16.496, 19.660], [2.879, 15.237, 18.839], [4.660, 16.180, 20.055], [4.896, 15.663, 21.747], [3.944, 17.071, 21.438], [5.107, 19.932, 12.349], [4.282, 19.498, 11.273], [2.947, 19.309, 11.649], [2.711, 17.966, 12.307], [1.286, 17.761, 12.695], [0.805, 18.800, 13.616], [1.479, 18.720, 14.964], [1.629, 17.358, 15.325], [2.172, 17.237, 16.612], [6.096, 20.130, 11.948], [5.120, 19.164, 13.130], [4.691, 20.847, 12.791], [2.312, 19.312, 10.753], [2.565, 20.174, 12.210], [3.326, 17.786, 13.203], [2.992, 17.204, 11.577], [1.370, 16.950, 13.305], [-0.273, 18.632, 13.664], [0.969, 19.819, 13.266], [0.896, 19.273, 15.712], [2.491, 19.131, 14.932], [3.202, 17.617, 16.646], [2.183, 16.174, 16.843], [1.569, 17.770, 17.344], [-1.332, 19.444, 20.374], [-2.550, 19.951, 19.644], [-2.111, 21.022, 18.657], [-3.249, 21.630, 18.105], [-2.970, 22.896, 17.577], [-3.230, 18.861, 18.954], [-0.846, 20.238, 20.948], [-0.619, 19.101, 19.623], [-1.497, 18.613, 21.059], [-3.249, 20.402, 20.355], [-1.447, 20.576, 17.906], [-1.583, 21.786, 19.254], [-2.154, 22.829, 16.841], [-2.676, 23.609, 18.357], [-3.842, 23.277, 17.051], [-3.545, 19.090, 18.020], [-2.644, 18.039, 18.862], [6.526, 19.421, 8.415], [7.610, 18.390, 8.418], [7.648, 17.478, 7.220], [8.512, 16.383, 7.469], [7.920, 15.316, 8.162], [8.897, 19.090, 8.634], [6.654, 20.108, 9.254], [5.518, 19.010, 8.490], [6.496, 20.072, 7.531], [7.484, 17.818, 9.344], [8.127, 18.002, 6.393], [6.614, 17.143, 7.064], [6.907, 15.111, 7.801], [7.827, 15.534, 9.239], [8.584, 14.460, 8.073], [8.950, 19.914, 8.039], [9.685, 18.510, 8.355], [-1.188, 21.693, 9.958], [-1.949, 20.421, 10.233], [-1.450, 19.718, 11.461], [-2.244, 18.627, 11.869], [-2.097, 17.514, 11.025], [-3.400, 20.784, 10.437], [-0.120, 21.584, 10.193], [-1.652, 22.563, 10.411], [-1.126, 21.914, 8.885], [-1.926, 19.747, 9.374], [-1.402, 20.406, 12.315], [-0.397, 19.405, 11.377], [-3.006, 17.338, 10.439], [-1.901, 16.642, 11.652], [-1.277, 17.599, 10.308], [-3.650, 20.475, 11.371], [-3.960, 20.207, 9.819], [-7.462, 17.523, 16.117], [-6.068, 17.129, 16.559], [-5.004, 17.810, 15.723], [-3.778, 17.323, 16.220], [-2.664, 17.676, 15.447], [-5.947, 17.501, 17.987], [-8.219, 17.021, 16.717], [-7.634, 17.364, 15.050], [-7.618, 18.595, 16.293], [-5.963, 16.045, 16.505], [-5.013, 18.908, 15.792], [-5.125, 17.540, 14.662], [-2.647, 18.750, 15.216], [-2.666, 17.079, 14.527], [-1.722, 17.454, 15.957], [-5.917, 18.523, 17.978], [-5.005, 17.291, 18.307], [4.350, 19.561, 19.764], [5.656, 19.783, 20.503], [5.503, 20.199, 21.943], [6.713, 20.725, 22.416], [7.047, 20.348, 23.733], [6.397, 18.483, 20.434], [4.491, 18.988, 18.842], [3.948, 20.507, 19.373], [3.533, 19.084, 20.305], [6.258, 20.521, 19.957], [5.147, 19.346, 22.535], [4.699, 20.953, 21.958], [6.458, 20.903, 24.471], [8.104, 20.563, 23.865], [6.884, 19.275, 23.889], [6.594, 18.197, 19.487], [7.239, 18.553, 20.992]], "forces_ev_per_angstrom": [[-0.132, 0.399, -0.375], [-0.221, -0.513, 0.184], [0.480, 0.357, -0.137], [0.196, 0.071, 0.080], [0.066, -0.124, -0.051], [0.027, -0.122, 0.093], [0.070, -0.006, 0.106], [0.040, 0.282, 0.009], [-0.299, -0.124, 0.196], [-0.171, -0.350, -0.066], [0.014, 0.168, 0.036], [0.034, 0.050, 0.008], [-0.276, 0.781, -0.136], [0.478, -1.104, -0.664], [1.023, 0.793, -0.151], [-0.589, 0.296, 0.343], [-0.098, -0.038, 0.035], [-0.099, -0.295, 0.274], [0.150, -0.183, 0.017], [-0.020, 0.087, 0.122], [-0.198, 0.022, 0.220], [-0.290, -0.296, 0.062], [-0.189, -0.099, -0.069], [0.107, 0.105, -0.180], [0.043, -0.184, -0.947], [-0.131, 0.116, 0.241], [0.370, 0.238, 0.344], [0.086, -0.044, 0.217], [-0.774, 0.586, 0.321], [0.579, -0.235, 0.270], [-0.329, 0.003, -0.801], [0.000, 0.076, 0.401], [-0.203, 0.311, -0.633], [-0.040, -0.057, 0.212], [0.031, -0.017, 0.079], [0.080, 0.030, 0.260], [-0.044, -0.123, -0.318], [-0.033, 0.007, 0.047], [0.000, -0.070, -0.118], [0.116, -0.170, -0.090], [0.119, -0.275, -0.216], [-0.156, -0.167, 0.020], [-0.003, 0.059, -0.072], [0.157, 0.140, 0.104], [-0.121, -0.023, 0.095], [0.066, 0.041, 0.192], [0.192, -0.146, 0.090], [0.074, -0.275, 0.345], [-0.697, -0.099, 0.033], [0.215, -0.068, 0.007], [-0.343, 0.803, 0.078], [0.238, -0.266, 0.653], [-0.107, 0.742, -1.058], [0.223, 0.133, 1.649], [-0.914, 0.133, -0.899], [0.323, -0.342, 0.017], [-0.084, 0.369, 0.385], [0.097, -0.064, 0.046], [0.073, 0.112, -0.172], [0.290, 0.010, -0.012], [0.283, -0.373, -0.053], [-0.151, -0.177, -0.187], [-0.052, -0.125, -0.014], [-0.154, 0.032, -0.041], [-0.011, -0.372, 0.249], [0.005, -0.018, -0.056], [-0.099, -0.364, -0.640], [0.174, 0.056, 0.071], [0.594, -0.009, 0.415], [0.131, 0.099, 0.028], [-0.066, -0.334, -0.142], [-0.012, 0.114, -0.342], [-0.632, 0.068, -0.106], [0.380, 0.136, -0.203], [-0.797, 0.182, -0.326], [-0.434, -0.166, 0.650], [1.057, 0.375, -0.328], [-0.177, -0.334, -0.052], [0.255, -0.174, 0.159], [-0.543, 0.096, 0.102], [0.259, -0.424, -0.097], [0.137, -0.188, 0.088], [0.295, 0.151, 0.040], [0.072, -0.081, -0.089], [0.352, -0.022, -0.178], [0.397, -0.195, 0.333], [0.294, 0.341, -0.225], [-0.098, -0.073, 0.033], [-0.566, -0.230, -0.327], [-0.033, 0.154, 0.397], [-0.153, -0.152, -0.292], [0.075, -0.042, 0.076], [-0.119, 0.386, -0.103], [-0.029, 0.051, 0.047], [0.022, 0.027, 0.127], [-0.105, 0.087, 0.234], [0.624, 0.044, 0.070], [-0.209, -0.228, -0.396], [-0.100, 0.421, 1.309], [-0.401, -0.208, -0.289], [0.401, 0.139, -0.533], [-0.043, -0.541, 0.088], [-0.092, -0.010, -0.057], [0.216, -0.117, 0.020], [-0.354, -0.009, -0.069], [-0.002, 0.125, -0.051], [0.006, 0.169, -0.155], [0.289, -0.096, -0.310], [-0.020, 0.111, 0.092], [-0.016, -0.046, 0.031], [-0.159, -0.104, 0.138], [-0.014, 0.220, 0.056], [0.050, 0.095, 0.026], [-0.950, 0.929, -0.255], [0.919, 0.646, 0.833], [0.095, -0.255, 0.830], [0.090, -0.056, -0.439], [-0.094, 0.170, 0.781], [0.224, 0.103, -0.125], [0.001, -0.170, 0.136], [0.126, -0.219, 0.126], [0.348, -0.275, -0.129], [-0.226, -0.380, -0.301], [-0.558, 0.078, -0.318], [0.172, -0.092, -0.647], [0.106, -0.200, -0.214], [-0.021, -0.018, -0.115], [-0.151, -0.063, -0.164], [-0.087, -0.013, 0.050], [-0.126, -0.145, 0.086], [1.213, 0.027, -1.132], [-1.729, 0.466, 0.003], [0.960, 0.090, 0.854], [0.219, 0.311, -0.013], [-0.197, -0.744, -0.234], [0.554, -0.453, -0.144], [-0.200, 0.181, 0.501], [0.124, -0.077, 0.409], [-0.450, -0.078, 0.053], [0.331, -0.038, -0.019], [-0.447, 0.154, -0.109], [-0.180, -0.148, -0.450], [-0.054, 0.029, 0.117], [-0.050, -0.069, -0.099], [0.135, 0.186, 0.200], [-0.158, 0.068, -0.034], [-0.102, 0.111, 0.048], [-0.192, 0.537, -0.153], [-0.532, 0.534, 0.844], [0.199, -0.687, -0.336], [0.553, -0.027, 0.479], [0.285, -0.009, -0.496], [0.305, 0.277, -0.515], [0.031, -0.202, -0.113], [-0.035, -0.216, 0.053], [0.100, -0.038, -0.015], [0.214, -0.004, -0.219], [-0.286, -0.001, 0.107], [0.089, 0.034, 0.002], [-0.124, -0.088, -0.157], [0.055, 0.328, -0.200], [-0.296, -0.142, 0.329], [-0.323, -0.062, 0.348], [-0.097, -0.246, 0.041], [-0.724, 0.849, -0.822], [0.832, -1.671, -1.029], [-0.919, 0.358, -0.460], [0.310, -0.204, 0.021], [-0.073, -0.027, 0.021], [-0.590, 0.445, 0.991], [0.256, -0.212, 0.207], [0.040, 0.031, 0.373], [0.283, -0.103, 0.345], [-0.300, 0.368, 0.261], [0.182, -0.049, 0.000], [0.190, 0.076, 0.283], [0.038, -0.007, 0.029], [-0.005, 0.074, 0.090], [0.014, 0.029, 0.013], [0.241, 0.173, -0.038], [0.224, -0.090, -0.309]], "mulliken_charge": [-1.535, 0.876, -0.666, -0.506, 0.336, 0.356, 0.437, 0.010, -0.325, 0.243, 0.526, 0.325, -1.520, 0.579, -1.220, -0.049, 0.330, 0.311, 0.418, 0.235, 0.485, 0.280, 0.189, 0.054, -0.915, -0.276, -0.356, -1.061, 0.597, -1.243, 1.237, -0.526, -0.518, 0.318, 0.251, 0.384, 0.393, 0.271, 0.389, 0.497, -0.306, 0.482, 0.250, -0.833, 0.394, 0.441, 0.198, 0.167, -0.445, -0.421, -0.464, -0.485, 0.020, -0.784, -0.268, -0.465, -0.654, 0.254, 0.282, 0.063, 0.379, 0.212, 0.262, 0.189, 0.222, 0.462, 0.251, 0.117, 0.478, 0.302, 0.324, 0.180, -0.169, -0.149, -0.302, -0.095, -0.348, -0.512, 0.780, -0.593, -0.618, -0.065, -0.160, 0.357, 0.051, 0.161, 0.142, 0.305, 0.371, -0.157, 0.353, 0.571, -0.895, 0.333, 0.312, 0.182, -1.388, 0.452, -0.696, -0.303, -0.739, -0.209, 0.455, 0.186, 0.335, 0.134, 0.109, 0.582, 0.292, 0.274, 0.277, 0.033, 0.135, -1.780, 2.318, -1.107, -0.280, -0.173, -0.648, 0.398, 0.411, 0.365, -1.286, 0.271, 0.368, 0.443, 0.097, -0.161, 0.256, 0.214, -1.419, 0.779, -0.518, -0.279, -0.987, -0.754, 0.258, 0.412, 0.331, 0.348, 0.317, 0.037, 0.281, 0.260, 0.390, 0.270, 0.291, -1.565, 0.203, -0.545, -0.269, -0.874, -0.572, 0.381, 0.384, 0.326, 0.293, 0.268, 0.523, 0.378, 0.445, 0.242, 0.372, 0.071, -1.241, 0.850, -1.050, -0.345, -0.712, -0.584, 0.210, 0.467, 0.282, 0.237, 0.322, 0.320, 0.289, 0.247, 0.335, 0.178, 0.216]}